[1]
{
  "formula": "C20H18O5",
  "method": "ωB97M-V/def2-TZVPD",
  "species": ["C", "C", "C", "C", "C", "C", "C", "C", "C", "O", "C", "C", "C", "O", "C", "C", "C", "C", "O", "C", "O", "C", "C", "C", "O", "H", "H", "H", "H", "H", "H", "H", "H", "H", "H", "H", "H", "H", "H", "H", "H", "H", "H"],
  "positions_angstrom": [[1.73318, 2.56136, -2.15448], [1.68948, 1.84960, -0.79748], [2.55137, 2.58883, 0.22388], [3.24363, 1.49697, 1.02084], [2.48418, 0.20996, 0.62836], [2.33496, 0.48406, -0.87734], [1.40423, -0.50828, -1.51567], [0.10564, -0.49412, -1.06109], [-0.94761, -1.31232, -1.62428], [-0.80779, -1.78338, -2.74993], [-2.20120, -1.41091, -0.86174], [-3.17141, -2.31754, -1.28173], [-4.38713, -2.45352, -0.63321], [-5.35720, -3.28989, -1.10378], [-4.65585, -1.75650, 0.51267], [-3.67416, -0.86804, 0.98926], [-2.46100, -0.64103, 0.27727], [-1.50336, 0.38627, 0.72388], [-1.88012, 1.15061, 1.64331], [-0.04731, 0.40476, 0.16431], [0.31334, 1.73799, -0.33204], [1.03498, -0.01251, 1.22918], [0.89596, -1.48392, 1.71409], [0.79418, 0.88290, 2.52167], [1.31578, 0.58893, 3.58158], [1.32158, 3.58257, -2.11577], [1.12269, 1.97444, -2.86195], [2.77410, 2.58150, -2.54379], [3.27369, 3.25190, -0.25511], [1.91513, 3.19457, 0.89719], [4.30142, 1.36856, 0.79636], [3.15172, 1.74575, 2.05220], [3.09056, -0.69434, 0.81204], [3.29977, 0.56313, -1.40028], [1.70906, -1.13257, -2.39929], [-2.97875, -2.94561, -2.15389], [-5.14542, -3.54494, -2.02165], [-5.58841, -1.92240, 1.04083], [-3.94488, -0.30102, 1.89716], [1.77350, -1.78794, 2.34603], [0.00306, -1.56815, 2.39494], [0.87279, -2.21425, 0.87899], [0.24157, 1.83852, 2.39844]],
  "atomic_forces_ev_per_a": [[-0.5708, -0.3955, -0.3912], [-0.2518, 1.2689, -0.9140], [-0.2028, 0.4800, 0.5163], [-0.4490, -0.4678, 0.3314], [0.3557, -0.2874, 0.1009], [-0.6857, -1.4392, -0.1963], [-1.4407, -0.0740, -0.9041], [2.8293, 0.2057, 0.7967], [0.3532, 0.2664, -1.7316], [-0.4397, -0.2516, 0.8785], [-1.2066, -0.7769, 0.3344], [0.2940, -0.2319, -0.6292], [-0.0923, -0.6354, -0.9167], [0.2729, -0.0047, -0.5094], [1.0659, 1.0559, 1.1643], [-0.6272, 0.2005, -0.1865], [-0.3927, -0.4616, 0.1341], [-0.7128, 1.7708, 2.7184], [1.4134, -1.3565, -2.2492], [0.5436, -0.0551, -1.2680], [-0.0416, -0.1964, 0.5472], [-0.3820, 0.1733, 1.4197], [0.0167, -0.2157, 0.6900], [1.5691, -0.1960, -0.0114], [-0.7941, 0.1957, -1.0061], [0.2172, -0.3665, 0.0924], [0.1859, 0.3193, 0.1044], [-0.6097, 0.1004, 0.3562], [-0.1690, 0.0345, -0.0676], [0.2341, -0.1560, -0.5146], [-0.0053, 0.0512, -0.1535], [0.2392, -0.1833, 0.9815], [-0.3531, 0.3726, 0.0668], [-0.2459, -0.1420, 0.3310], [-0.4261, 0.6626, 1.0464], [0.0994, 0.2771, 0.1279], [-0.0952, 0.0650, 0.6153], [0.1158, 0.1392, -0.0417], [0.6456, -0.2162, -0.6329], [-0.7431, 0.5857, -0.5252], [0.6749, -0.1939, -0.8871], [-0.2675, 0.5225, 0.4044], [0.0789, -0.4438, -0.0220]],
  "smiles": "C[C@]12CC[C@@H]3[C@H]1C=C1C(=O)c4cc(O)ccc4C(=O)[C@@]1(O2)[C@]3(C)C=O",
  "largest_force_ha_per_bohr": 0.06460,
  "homo_lumo_gap_ev": 8.51,
  "e_above_lowest_kcal_mol": 13.9
}



[2]
{
  "formula": "C20H19AuCl3N4O4S",
  "method": "ωB97M-V/def2-TZVPD",
  "species": ["Au", "N", "C", "C", "O", "N", "C", "C", "O", "O", "H", "H", "H", "H", "H", "H", "Cl", "C", "C", "C", "C", "C", "C", "N", "C", "C", "N", "C", "O", "C", "C", "C", "Cl", "S", "C", "C", "C", "Cl", "C", "H", "H", "H", "H", "H", "H", "H", "H", "H", "H", "H", "H", "H"],
  "positions_angstrom": [[-3.58079, -0.00448, -0.54792], [-3.38791, 0.09532, -3.20570], [-2.16747, -0.66775, -3.46987], [-2.25179, -2.03752, -2.84861], [-2.01936, -3.05450, -3.43285], [-2.60602, -2.04941, -1.43023], [-3.12397, -3.12597, -0.99019], [-5.63500, -2.28818, -0.80395], [-6.24033, -3.25807, -0.96267], [-5.51129, -1.12885, -0.63063], [-4.17826, -0.32083, -3.68623], [-3.29411, 1.04080, -3.55486], [-1.32636, -0.14745, -3.00150], [-1.94648, -0.80318, -4.52901], [-3.07630, -3.28196, 0.08870], [-3.07078, -4.02893, -1.60643], [2.73440, 1.71221, -4.49811], [2.46079, 1.50229, -2.80306], [2.46496, 2.60439, -1.96234], [2.23900, 2.41405, -0.61088], [2.00760, 1.15165, -0.07175], [1.80475, 0.96843, 1.41182], [0.84651, 2.01242, 2.00761], [-0.38403, 2.04721, 1.22006], [-1.07714, 3.15805, 0.81327], [-2.16698, 2.70657, 0.13625], [-2.14028, 1.33094, 0.13728], [-1.06730, 0.96773, 0.81600], [3.06419, 1.05056, 2.04872], [3.08869, 0.46236, 3.35664], [2.75516, -0.99763, 3.31444], [1.60005, -1.56322, 3.76315], [0.24666, -0.74457, 4.44929], [1.54973, -3.26018, 3.54459], [3.10748, -3.24421, 2.82988], [3.62334, -1.99113, 2.76658], [2.01580, 0.07126, -0.94909], [1.71650, -1.54824, -0.37655], [2.23864, 0.22972, -2.30790], [2.64879, 3.59094, -2.36321], [2.27008, 3.27558, 0.04422], [1.37569, -0.02075, 1.58604], [1.29834, 3.00219, 1.99868], [0.60466, 1.75808, 3.03790], [-0.73482, 4.15558, 1.02425], [-2.94383, 3.26418, -0.35438], [-0.74575, -0.04804, 0.97490], [2.41680, 0.99275, 4.03564], [4.10664, 0.60549, 3.71309], [3.55635, -4.16709, 2.50054], [4.59161, -1.76163, 2.34501], [2.24309, -0.62697, -2.96662]],
  "atomic_forces_ev_per_a": [[0.5108, 0.8683, 0.1927], [-0.0832, -0.1935, 0.0193], [-0.0167, 0.1110, -0.0329], [-0.2330, -0.2965, 0.0526], [0.1474, 0.0261, 0.0059], [-0.6399, 0.0458, -0.2651], [2.8596, -0.9072, 0.0612], [-3.7114, 1.1546, 0.1049], [1.6562, -0.8556, -0.0796], [1.2947, -0.4972, -0.0583], [0.0207, 0.0661, -0.0895], [-0.0047, 0.0279, 0.0715], [0.0056, -0.0155, 0.0019], [0.0406, -0.0288, 0.0059], [-0.9399, 0.2793, 0.0613], [-0.8414, 0.0927, -0.2182], [-0.0097, -0.0016, 0.0093], [-0.0071, 0.0123, -0.0098], [-0.0071, -0.0109, 0.0037], [0.0869, -0.0025, -0.0082], [0.1084, -0.0464, 0.0179], [0.0422, 0.1790, 0.0928], [0.0327, -0.0900, -0.2013], [-0.1381, -0.0077, 0.4070], [0.0194, 0.0242, -0.1455], [0.1031, -0.0282, -0.0086], [-0.1918, 0.1406, 0.2460], [0.0972, 0.0226, -0.2545], [-0.0588, 0.0170, 0.0496], [-0.0206, -0.0730, -0.1062], [0.0999, -0.0132, 0.1034], [-0.0414, 0.0362, -0.0527], [0.0245, -0.0042, -0.0128], [-0.0084, -0.0528, -0.0020], [-0.0109, 0.0307, -0.0318], [-0.0081, -0.0195, 0.0352], [-0.0999, -0.0053, -0.0043], [-0.0143, 0.0187, -0.0071], [-0.0162, -0.0115, -0.0134], [0.0067, -0.0018, 0.0006], [-0.0086, -0.0067, 0.0081], [0.0162, -0.0120, -0.0130], [-0.0293, 0.0149, -0.0787], [-0.0062, 0.0125, 0.0073], [0.0100, -0.0078, 0.0122], [-0.0297, -0.0060, 0.0413], [-0.0401, -0.0001, 0.0723], [-0.0009, -0.0168, 0.0196], [0.0112, 0.0282, -0.0338], [0.0068, 0.0031, 0.0049], [0.0057, 0.0019, 0.0159], [0.0110, -0.0011, 0.0031]],
  "largest_force_ha_per_bohr": 0.07561,
  "homo_lumo_gap_ev": 7.04,
  "total_charge": 1,
  "e_above_lowest_kcal_mol": 0.0
}



| no. | highest occupied orbital energy (Ha) | LUMO energy (Ha) |
| --- | --- | --- |
| 1 | -0.3435 | -0.0308 |
| 2 | -0.4141 | -0.1554 |